Here is an isolated ion of composition C6H8 and charge +1 from the Open Molecules 2025 dataset. Energies are from ωB97M-V/def2-TZVPD.

Calculated values
Charge: +1
Kohn-Sham gap (alpha / beta): 0.279 / 0.318 hartree
LUMO (alpha / beta): -6.564 / -6.506 eV
HOMO energy (alpha / beta): -14.156 / -15.147 eV
2S+1: 2
⟨S²⟩: 0.76
ΔE to the lowest compared entry with this formula, charge and spin: 61.1 kcal per mole

Atoms and positions in Å:
C 1.70387 0.10971 -0.53481
C 2.38332 0.37782 0.59288
C -0.55259 -0.17114 0.46772
C 0.30728 -0.08480 -0.63835
C -1.88924 -0.79431 0.06493
C -1.93726 0.61839 -0.08156
H 2.33884 0.03475 -1.40676
H 1.98414 0.73634 1.52830
H 3.46399 0.43955 0.48400
H -0.13854 -0.09159 -1.62373
H -0.17802 0.33867 1.34173
H -1.84127 -1.55790 -0.69948
H -2.42391 -1.19340 0.92118
H -2.78804 1.11508 0.38634

Forces on the atoms, in the same order (eV/Å):
C 0.465 -0.274 -0.192
C 0.557 0.784 -0.224
C -0.255 2.682 -1.388
C 0.301 0.908 0.417
C -0.697 -1.015 0.922
C -0.261 -1.874 -0.488
H -0.380 -0.238 -0.343
H -0.255 -0.466 0.257
H -0.124 -0.010 0.286
H 0.044 -0.546 -0.197
H -0.359 -1.147 0.891
H 0.203 0.204 -0.378
H -0.245 0.050 0.069
H 1.006 0.940 0.370